# 1
Below is a 2-piece molecular cluster, C4H12 overall, with properties calculated with ωB97M-V/def2-TZVPD.

The geometry in XYZ format:
```
16
Properties=species:S:1:pos:R:3:lowdin_spin:R:1
C -1.62 0.59 -1.25 0.249
C -1.37 0.95 -2.69 0.173
H -2.71 1.01 -1.12 0.042
H -1.53 -0.47 -1.25 0.037
H -1.04 1.25 -0.55 0.053
H -1.24 2.00 -2.95 0.023
H -2.13 0.34 -3.39 0.021
H -0.35 0.56 -2.88 0.034
C 1.02 -1.17 1.53 0.142
C 1.92 -0.36 2.45 0.118
H 0.37 -1.86 2.10 0.020
H 0.39 -0.55 0.76 0.019
H 1.60 -1.92 0.96 0.023
H 3.00 -0.65 2.36 0.009
H 2.00 0.85 2.50 0.029
H 1.68 -0.55 3.41 0.008
```

LUMO energy (alpha / beta) ... 4.172 / 4.260 eV
<S²> ... 0.75
Total charge ... -1
Relative energy (zero: lowest compared OMol25 entry of this formula, charge and spin) ... 143.9 kJ/mol
Gap between HOMO and LUMO (alpha / beta) ... 2.689 / 11.432 eV
Spin multiplicity ... 2
Highest occupied orbital energy (alpha / beta) ... 0.0545 / -0.2636 Eh

=====

# 2
Below is a 2-piece molecular cluster, C32H33BF6O2 overall, with properties calculated with ωB97M-V/def2-TZVPD.

The geometry in XYZ format:
```
74
Properties=species:S:1:pos:R:3:lowdin_charge:R:1
C -3.22 0.40 1.62 -0.029
C -2.82 1.15 0.36 -0.474
C -3.98 1.09 -0.63 -0.014
C -2.27 2.64 0.61 -0.447
C -3.26 3.72 0.22 -0.014
C -1.82 2.82 2.06 -0.022
O -1.10 2.77 -0.22 0.084
B -0.73 1.47 -0.63 -0.822
C 0.58 0.69 0.16 -0.043
C 1.37 1.32 1.10 0.036
C 2.53 0.67 1.52 -0.124
C 3.47 1.32 2.50 -0.512
F 4.76 1.30 2.04 0.114
F 3.14 2.62 2.74 0.121
F 3.45 0.65 3.70 0.101
C 2.90 -0.58 1.06 0.026
C 1.99 -1.27 0.26 -0.118
C 2.38 -2.61 -0.31 -0.508
F 2.84 -3.49 0.63 0.116
F 1.33 -3.22 -0.95 0.113
F 3.38 -2.45 -1.22 0.129
C 0.82 -0.65 -0.16 0.012
C 0.11 -1.79 2.45 0.263
C 0.28 -3.15 2.57 -0.267
C 1.31 -3.70 3.40 0.023
C 1.52 -5.07 3.40 -0.040
C 0.70 -5.90 2.61 0.004
C -0.36 -5.37 1.86 -0.041
C -0.59 -4.02 1.85 0.020
O -1.73 0.49 -0.22 0.011
H -4.04 0.92 2.13 0.093
H -3.57 -0.61 1.37 0.086
H -2.37 0.27 2.31 0.069
H -4.88 1.56 -0.21 0.088
H -3.74 1.59 -1.58 0.069
H -4.20 0.04 -0.87 0.095
H -4.22 3.60 0.74 0.092
H -2.85 4.71 0.47 0.092
H -3.43 3.70 -0.86 0.085
H -2.68 2.76 2.73 0.083
H -1.10 2.04 2.35 0.080
H -1.37 3.81 2.20 0.098
H 1.13 2.32 1.46 0.129
H 3.86 -1.03 1.32 0.141
H 0.13 -1.24 -0.75 0.121
H 0.77 -1.11 3.01 0.119
H -0.76 -1.40 1.94 0.093
H 1.91 -3.01 4.00 0.135
H 2.32 -5.49 4.00 0.118
H 0.89 -6.98 2.59 0.124
H -1.02 -6.03 1.29 0.123
H -1.40 -3.54 1.29 0.142
C -0.72 2.24 -2.97 -0.089
C -2.04 1.89 -3.69 -0.169
C -2.21 0.42 -3.46 -0.086
C -1.27 -0.09 -2.63 -0.045
C -0.31 0.94 -2.12 -0.248
C 1.16 0.77 -2.46 -0.198
C 1.61 -0.26 -3.29 -0.024
C 2.99 -0.42 -3.47 -0.101
C 3.88 0.47 -2.88 -0.110
C 3.42 1.58 -2.15 -0.064
C 2.04 1.75 -1.99 -0.032
H 0.06 2.54 -3.68 0.119
H -0.89 3.08 -2.30 0.102
H -2.83 2.49 -3.21 0.092
H -2.01 2.15 -4.76 0.105
H -2.98 -0.17 -3.97 0.100
H -1.20 -1.14 -2.33 0.116
H 0.90 -0.93 -3.76 0.115
H 3.34 -1.25 -4.07 0.102
H 4.95 0.31 -2.97 0.097
H 4.10 2.30 -1.71 0.105
H 1.65 2.62 -1.45 0.139
```

LUMO energy ... -3.540 eV
Total charge ... 0
Relative energy (zero: lowest compared OMol25 entry of this formula, charge and spin) ... 189.4 kJ/mol
Gap between HOMO and LUMO ... 3.230 eV
Highest occupied orbital energy ... -0.2488 Eh

=====

# 3
Below is a 6-piece molecular cluster, C44H53N6O2PS overall, with properties calculated with ωB97M-V/def2-TZVPD.

The geometry in XYZ format:
```
107
Properties=species:S:1:pos:R:3:lowdin_charge:R:1
C 2.52 -0.95 3.64 -0.107
C 1.07 -0.45 3.87 -0.236
C 0.08 -1.56 4.31 -0.208
C -0.83 -2.11 3.21 -0.210
C -0.16 -3.05 2.21 -0.178
C 0.84 -2.38 1.24 -0.196
C 0.71 -2.79 -0.24 -0.201
C 2.05 -3.11 -0.93 -0.178
C 2.53 -2.00 -1.88 -0.203
C 3.68 -1.17 -1.28 -0.194
C 3.79 0.25 -1.80 -0.148
C 2.63 1.17 -1.53 -0.170
C 2.61 2.45 -2.10 -0.024
C 1.56 3.35 -1.91 -0.335
P 1.58 4.98 -2.72 0.371
S 0.16 5.27 -4.02 0.109
C 0.50 2.96 -1.09 -0.093
C 0.51 1.71 -0.51 -0.056
C 1.56 0.81 -0.71 0.073
C -0.74 1.55 0.30 -0.393
O -1.24 0.55 0.69 0.143
N -1.24 2.86 0.45 0.189
C -0.73 3.67 -0.61 -0.381
O -1.25 4.67 -0.98 0.095
H 3.20 -0.46 4.32 0.054
H 2.57 -2.02 3.78 0.064
H 2.81 -0.77 2.61 0.044
H 1.11 0.28 4.67 0.092
H 0.67 0.04 2.99 0.079
H 0.59 -2.37 4.84 0.106
H -0.58 -1.11 5.05 0.100
H -1.34 -1.28 2.72 0.104
H -1.59 -2.70 3.71 0.071
H 0.36 -3.82 2.77 0.109
H -0.97 -3.49 1.61 0.100
H 0.76 -1.30 1.37 0.068
H 1.83 -2.66 1.58 0.090
H 0.24 -1.97 -0.76 0.070
H 0.01 -3.62 -0.31 0.088
H 1.88 -4.01 -1.53 0.101
H 2.81 -3.32 -0.18 0.102
H 2.92 -2.52 -2.76 0.096
H 1.71 -1.39 -2.23 0.092
H 4.61 -1.66 -1.58 0.114
H 3.68 -1.21 -0.20 0.108
H 4.03 0.23 -2.86 0.125
H 4.65 0.71 -1.32 0.126
H 3.44 2.73 -2.73 0.112
H 2.85 5.09 -3.30 -0.021
H 1.53 5.88 -1.64 -0.011
H 1.55 -0.15 -0.22 0.103
H -2.26 2.83 0.42 0.146
N -7.08 5.32 -1.27 0.048
C -6.35 4.58 -0.44 -0.162
C -4.96 4.54 -0.47 -0.074
C -4.29 5.31 -1.41 -0.069
C -5.05 6.08 -2.28 -0.067
C -6.43 6.06 -2.16 -0.160
H -6.90 3.99 0.28 0.101
H -4.42 3.92 0.23 0.086
H -3.21 5.30 -1.47 0.076
H -4.57 6.70 -3.03 0.102
H -7.05 6.66 -2.82 0.101
N -1.96 -2.26 -1.91 0.067
C -2.69 -1.23 -2.34 -0.144
C -3.36 -1.20 -3.55 -0.070
C -3.27 -2.31 -4.37 -0.082
C -2.51 -3.40 -3.95 -0.073
C -1.89 -3.32 -2.72 -0.153
H -2.73 -0.38 -1.66 0.096
H -3.94 -0.34 -3.84 0.102
H -3.78 -2.34 -5.33 0.105
H -2.41 -4.28 -4.56 0.102
H -1.28 -4.14 -2.35 0.102
N 5.02 1.42 3.07 0.057
C 4.08 2.33 2.80 -0.159
C 4.03 3.58 3.40 -0.072
C 5.00 3.91 4.34 -0.082
C 5.98 2.97 4.63 -0.074
C 5.95 1.75 3.97 -0.154
H 3.34 2.04 2.07 0.096
H 3.25 4.28 3.15 0.100
H 5.00 4.87 4.83 0.105
H 6.76 3.18 5.35 0.101
H 6.70 0.99 4.16 0.103
N 2.35 -2.08 -5.63 0.056
C 1.20 -1.43 -5.43 -0.156
C 0.77 -0.36 -6.19 -0.069
C 1.59 0.09 -7.22 -0.080
C 2.79 -0.57 -7.44 -0.076
C 3.12 -1.64 -6.63 -0.159
H 0.59 -1.81 -4.61 0.095
H -0.17 0.12 -5.98 0.102
H 1.29 0.93 -7.83 0.106
H 3.46 -0.26 -8.23 0.100
H 4.05 -2.18 -6.77 0.101
N -3.93 -3.26 4.86 0.057
C -4.77 -2.92 5.83 -0.153
C -5.43 -3.85 6.63 -0.076
C -5.20 -5.20 6.40 -0.084
C -4.33 -5.56 5.39 -0.073
C -3.72 -4.56 4.65 -0.155
H -4.93 -1.86 5.98 0.103
H -6.11 -3.52 7.41 0.100
H -5.70 -5.95 7.00 0.104
H -4.12 -6.60 5.18 0.100
H -3.02 -4.80 3.86 0.101
```

LUMO energy ... -0.611 eV
Total charge ... 0
Gap between HOMO and LUMO ... 8.141 eV
Highest occupied orbital energy ... -0.3216 Eh

=====

# 4
Below is a 2-piece molecular cluster, C4H10N overall, with properties calculated with ωB97M-V/def2-TZVPD.

The geometry in XYZ format:
```
15
Properties=species:S:1:pos:R:3:lowdin_charge:R:1
C -2.23 0.04 -0.95 -0.104
C -2.73 -0.62 0.10 -0.057
H -2.59 1.00 -1.27 0.054
H -1.53 -0.40 -1.65 0.051
H -3.68 -0.33 0.53 0.062
H -2.21 -1.51 0.41 0.055
C 0.69 0.19 0.84 0.013
C 2.89 -0.14 -0.20 0.197
N 1.86 0.57 0.03 0.008
H 0.98 -0.55 1.56 0.108
H -0.15 -0.08 0.20 0.056
H 0.38 1.10 1.34 0.114
H 2.90 -1.12 0.25 0.133
H 3.60 0.33 -0.85 0.131
H 1.81 1.51 -0.36 0.179
```

LUMO energy ... -5.275 eV
Total charge ... +1
Relative energy (zero: lowest compared OMol25 entry of this formula, charge and spin) ... 229.9 kJ/mol
Gap between HOMO and LUMO ... 8.016 eV
Highest occupied orbital energy ... -0.4884 Eh

=====

# 5
Below is C5H12N4OS in the gas phase, with properties calculated with ωB97M-V/def2-TZVPD.

The geometry in XYZ format:
```
23
Properties=species:S:1:pos:R:3:lowdin_charge:R:1
C -2.10 2.98 -0.26 -0.524
C -1.74 -1.74 0.93 -0.353
C -1.49 -0.86 -1.47 -0.049
C 1.59 0.26 1.03 -0.172
C 1.30 2.27 -0.11 -0.089
N -2.60 4.01 -0.39 0.102
N -1.60 1.83 -0.44 -0.271
N -1.55 -0.62 0.02 -0.344
N 0.68 0.93 0.18 -0.412
O -2.60 -2.73 0.53 -0.023
S -1.03 0.88 0.61 1.078
H -0.68 -2.15 1.12 0.137
H -2.30 -1.36 1.78 0.125
H -2.32 -2.98 -0.39 0.110
H -0.62 -1.41 -1.80 0.086
H -2.39 -1.38 -1.66 0.072
H -1.43 0.06 -1.95 0.046
H 1.68 0.80 2.03 0.095
H 1.06 -0.63 1.30 0.053
H 2.60 0.33 0.63 0.096
H 1.54 2.77 0.84 0.087
H 2.15 2.17 -0.70 0.060
H 0.54 2.82 -0.74 0.090
```

LUMO energy ... 0.430 eV
Total charge ... 0
Relative energy (zero: lowest compared OMol25 entry of this formula, charge and spin) ... 154.6 kJ/mol
Gap between HOMO and LUMO ... 9.377 eV
Highest occupied orbital energy ... -0.3288 Eh